# 1
A gas-phase ion, C5H10N2O (charge +2), computed with ωB97M-V/def2-TZVPD.

Geometry as XYZ:
```
18
Properties=species:S:1:pos:R:3
C -0.84 -1.57 -0.18
C -0.41 -1.87 1.02
C 0.84 0.04 1.58
C -0.74 -0.43 -1.02
C 0.01 1.97 -0.64
N 0.21 -0.97 1.91
N 0.33 0.60 -0.81
O 1.47 0.25 -1.48
H -1.45 -2.46 -0.49
H -0.59 -2.82 1.41
H 1.26 0.98 2.11
H -0.56 -0.87 -2.04
H -1.68 0.26 -0.88
H -0.54 2.36 -1.57
H -0.42 2.14 0.34
H 0.92 2.52 -0.60
H 0.08 -1.00 3.05
H 2.11 0.89 -1.70
```

For the total energy, the calculation gives -10349.418 eV. Its net charge is +2. Its HOMO energy (alpha / beta) is -0.7095 / -0.7074 Ha. Its spin multiplicity is 1. Its HOMO-LUMO gap (alpha / beta) is 8.21 / 8.56 eV. The LUMO energy (alpha / beta) comes out at -11.1 / -10.7 eV. For the energy relative to the best compared isomer or geometry (same formula, charge and spin), the calculation gives 7.182 eV.

# 2
2 unconnected molecules or ions with the total composition C5H10N2O2, computed with ωB97M-V/def2-TZVPD.

Geometry as XYZ:
```
19
Properties=species:S:1:pos:R:3
C 0.22 1.61 -1.85
C 0.63 1.55 -0.52
O 1.97 1.35 -0.30
O -0.15 1.46 0.48
H 2.07 1.23 0.66
H 0.97 1.62 -2.62
H -0.70 2.14 -2.05
H -0.82 0.06 -1.71
C 0.24 -1.37 1.98
C -0.08 -1.22 0.52
C -1.25 -0.35 0.22
N 0.58 -1.67 -0.47
N -1.64 -0.25 -1.05
H 1.42 -2.16 -0.18
H -2.44 0.36 -1.19
H -1.96 -0.14 1.01
H 0.35 -0.39 2.44
H -0.57 -1.89 2.50
H 1.16 -1.94 2.12
```

For the total energy, the calculation gives -12420.415 eV. Its HOMO energy is -0.2932 Ha. Its spin multiplicity is 1. Its HOMO-LUMO gap is 7.85 eV. The LUMO energy comes out at -0.1 eV. For the energy relative to the best compared isomer or geometry (same formula, charge and spin), the calculation gives 3.057 eV.